(1)
Below is a structure of composition C12H24N4ORbV, with properties calculated with wB97M-V/def2-TZVPD.

Structure (XYZ):
```
43
Properties=species:S:1:pos:R:3:forces:R:3:mulliken_charge:R:1
N 2.34296 0.10232 0.88570 4.26 4.97 -1.52 -0.418
C 3.28472 1.02601 0.89446 3.61 -6.70 1.50 0.575
O 4.48304 1.07401 1.22798 -5.67 2.58 -3.61 -0.507
Rb 3.67665 0.28422 3.38139 0.38 -0.95 3.35 0.928
V 0.61651 -0.14592 1.08316 -3.82 -0.17 -0.78 0.551
N -0.05524 -1.81386 0.69993 -0.77 1.37 -0.71 0.316
N -0.42351 1.21222 0.41647 1.73 -0.77 0.96 1.277
C -0.21412 -2.36217 -0.70767 -0.07 -0.25 -0.32 1.879
C -0.05555 2.29824 -0.53484 -0.44 0.90 -0.19 0.417
C -0.49774 -3.85858 -0.66451 0.12 -0.73 0.44 -2.044
C -1.32796 -1.73523 -1.54975 -0.63 0.31 0.05 -1.294
C 1.09700 -2.11216 -1.38603 0.55 -0.55 0.20 -1.947
C 0.70928 3.37593 0.25111 -0.19 -0.21 0.08 -1.114
C -1.31043 2.98356 -1.13823 -0.46 -0.04 -0.15 -1.552
C 0.78712 1.73267 -1.67397 -0.42 0.18 0.23 -1.337
H 0.22248 -4.38696 -0.02058 -0.10 0.07 -0.33 0.454
H -0.42226 -4.24702 -1.68916 0.08 0.08 0.33 0.475
H -1.50747 -4.12167 -0.31488 0.25 0.28 -0.11 0.465
H -2.33004 -2.01292 -1.20572 0.15 0.23 0.16 0.375
H -1.28808 -2.09783 -2.58650 0.31 -0.17 0.36 0.441
H -1.24093 -0.65320 -1.64111 -0.06 0.14 0.25 0.104
H 1.27181 -1.07712 -1.60320 -0.04 0.76 -0.32 0.307
H 1.13637 -2.68812 -2.29491 0.13 0.04 -0.49 0.522
H 1.90727 -2.44466 -0.75575 0.39 -0.28 0.19 0.413
H 0.06775 3.77661 1.06393 0.57 -0.11 -0.43 0.334
H 0.99194 4.17815 -0.44689 -0.06 -0.18 0.41 0.487
H 1.61898 2.92118 0.67384 -0.10 0.37 0.04 0.038
H -1.93982 3.52068 -0.38608 0.59 -0.44 -0.61 0.398
H -1.95311 2.26539 -1.69373 0.40 0.42 0.35 0.384
H -0.94552 3.73673 -1.86834 -0.27 -0.45 0.46 0.449
H 1.06316 2.58572 -2.31067 0.08 -0.54 0.03 0.584
H 0.17487 1.00926 -2.23487 0.47 0.24 -0.02 0.273
H 1.67864 1.25732 -1.25677 0.03 0.04 -0.46 0.187
C -1.11953 -2.21385 1.62413 -1.00 -0.70 -0.99 -1.038
H -1.03864 -1.63164 2.52410 0.25 -0.85 1.00 0.326
H -2.17467 -2.09610 1.32598 0.34 0.62 -0.76 0.348
H -1.07865 -3.33364 1.57329 0.48 0.85 1.40 0.434
C -1.67806 1.34569 1.12084 -0.73 -0.72 -0.07 -1.074
H -1.66508 0.70032 2.00780 -0.27 0.17 0.00 0.345
H -1.83401 2.38194 1.43951 0.18 -0.21 0.11 0.407
H -2.49884 1.04418 0.46596 -0.11 0.11 0.12 0.366
N 0.81697 0.17673 4.22406 -0.13 -0.17 -0.98 -0.532
C 0.65176 0.04360 3.08053 -0.03 0.45 0.86 -0.003
```
Positions in Å, forces in eV/Å.

Output
HOMO level (spin up / spin down)   -0.5957 / -0.5940 Eh
F_max   0.151 hartree/bohr
Frontier orbital gap (spin up / spin down)   6.27 / 6.18 eV
Net charge   +2

***

(2)
Below is a structure of composition C12H24NO2Rb, with properties calculated with wB97M-V/def2-TZVPD.

Structure (XYZ):
```
40
Properties=species:S:1:pos:R:3:forces:R:3:mulliken_charge:R:1
Rb -1.66305 0.45388 1.42741 -4.44 3.37 -0.87 0.998
C -1.70313 -1.25984 -0.94006 0.14 0.72 0.48 -1.308
C -0.23046 -0.75698 -1.16968 0.70 -2.30 -0.51 0.962
C 0.19524 -1.54390 -2.45634 0.57 1.11 -1.27 -1.445
C 1.49813 -1.02381 -3.07942 -0.93 0.17 1.00 -0.648
C 1.42849 0.50190 -3.20815 0.03 -1.13 -0.27 -1.178
C 1.00753 1.29628 -1.97014 1.38 -0.16 -0.60 1.520
N -0.19577 0.64996 -1.38609 -0.46 2.45 -0.43 0.697
O -0.82674 1.43811 -0.30577 2.86 0.04 -4.24 -1.056
C 0.66867 2.71340 -2.53456 -0.50 -0.04 1.38 -1.809
C 2.28912 1.44221 -1.04985 -1.10 0.49 0.43 -1.767
C 0.64373 -1.29088 0.02693 -1.07 0.25 0.17 -0.897
H -1.95071 -0.98138 0.08428 -0.69 -1.38 -1.52 0.084
H -1.91978 -2.32176 -1.05622 0.80 -0.22 0.08 0.333
H -2.40270 -0.79417 -1.63421 0.20 0.48 0.08 0.455
H -0.53551 -1.34637 -3.24062 -0.56 -0.06 0.17 0.413
H 0.29847 -2.62703 -2.39096 -0.38 -0.06 0.76 0.425
H 1.66316 -1.44299 -4.07197 0.00 -0.20 0.03 0.412
H 2.28672 -1.38406 -2.41878 0.54 0.37 -0.11 0.318
H 0.66710 0.78313 -3.93569 0.12 -0.40 -0.50 0.400
H 2.42050 0.71721 -3.60521 -0.03 1.05 0.14 0.314
H -0.20753 2.74602 -3.18209 -0.23 -0.42 0.24 0.417
H 1.44307 3.22637 -3.10489 0.53 -0.50 0.18 0.389
H 0.46609 3.30102 -1.63915 -0.25 0.38 -0.17 0.368
H 2.89389 0.54304 -0.93217 -0.21 -0.13 -0.10 0.296
H 1.95150 1.78775 -0.07276 -0.08 -0.25 0.28 0.329
H 2.95051 2.24688 -1.37106 -0.02 -0.06 -0.49 0.441
H 1.71249 -1.07983 0.06332 -0.08 -0.06 -0.63 0.223
H 0.43938 -2.36007 0.08337 0.32 -0.14 0.23 0.363
H 0.26172 -0.82989 0.93778 0.35 -0.35 0.08 0.032
C -0.46896 0.02112 5.43676 -0.03 1.01 1.13 -1.162
C -1.33771 -0.27080 4.26076 0.16 -1.88 0.34 0.884
O -0.87942 -0.43049 3.16009 3.16 -2.43 4.38 -0.687
C -2.80300 -0.58222 4.44622 0.67 0.68 0.17 -1.082
H -0.12100 -0.89192 5.91985 -0.13 -0.30 -0.30 0.303
H -1.00927 0.55139 6.22096 -0.23 0.01 0.03 0.354
H 0.41723 0.62599 5.24464 -0.09 -0.16 -0.55 0.347
H -3.18732 0.41950 4.63847 -0.80 -0.17 0.54 0.348
H -2.90727 -1.28263 5.27486 -0.40 0.31 0.10 0.325
H -3.25339 -0.96408 3.53002 0.16 -0.09 0.17 0.287
```
Positions in Å, forces in eV/Å.

Output
HOMO level   -0.2077 Eh
Energy relative to the best compared isomer or geometry (same formula, charge and spin)   395.9 kJ/mol
F_max   0.115 hartree/bohr
Frontier orbital gap   5.35 eV
Net charge   0